The molecule C20H25BN4O5S, computed with ωB97M-V/def2-TZVPD.

The value obtained for the total energy is -1794.979735 a.u. As for the HOMO energy: -8.029 eV. The value obtained for the gap between HOMO and LUMO is 6.25 eV. The value obtained for the LUMO energy is -1.78 eV.

Geometry as XYZ:
```
56
Properties=species:S:1:pos:R:3:forces:R:3
C -3.16512 0.32246 3.37402 0.309 -0.541 0.082
C -4.00791 -0.45518 2.25457 -3.614 2.546 -2.203
O -4.96923 0.15835 1.68485 4.061 -2.694 2.559
O -3.79102 -1.81476 1.85141 1.199 1.889 0.193
C -2.60905 -1.89743 0.96921 0.557 0.172 -0.119
C -3.03335 -1.66943 -0.56449 -0.724 -0.599 0.075
C -1.86113 -1.93063 -1.63132 -0.628 0.757 -0.198
C -0.86288 -0.66123 -1.82603 0.861 -0.771 0.417
C -0.05579 -0.31260 -0.49016 3.595 -0.443 4.006
C 1.12993 -1.01295 0.20900 -2.633 -0.161 -2.874
C 1.71039 -2.32629 -0.49271 0.490 1.277 -0.802
C 2.91626 -1.90406 -1.49882 3.169 0.871 -2.512
C 3.46422 -0.43872 -1.61844 1.470 -1.995 -1.775
C 4.64422 -0.03964 -2.59076 -1.029 -3.467 -0.330
C 5.31247 -1.09427 -3.51708 -3.250 -0.993 2.808
C 4.78042 -2.58097 -3.42123 -1.420 2.601 1.867
C 3.60118 -2.97432 -2.44594 1.611 3.258 -0.373
N 1.59658 -0.34355 1.42681 -6.266 2.929 -4.894
N 2.64470 -0.67244 2.26910 -1.476 -4.896 1.784
C 2.38286 -1.84575 2.83549 0.873 1.343 2.177
S 2.21399 -3.06751 3.94019 0.507 3.340 -3.596
C 0.68523 0.80764 1.50261 0.896 -0.960 -0.252
C 0.88874 1.80295 2.73998 2.779 5.964 2.581
O 0.38640 1.62060 3.89966 0.456 -1.180 -4.121
O 1.71625 2.90748 2.50622 -3.722 -6.005 -0.463
N -0.28064 0.84709 0.40399 2.906 -1.934 1.553
B -1.29279 1.98597 0.27232 -0.513 0.895 -0.180
O -2.63905 1.64281 -0.12619 2.369 0.364 -0.677
N -0.76496 3.35306 0.52866 -2.260 -1.081 -1.238
C -0.21520 3.85388 -0.77117 1.447 -0.693 -0.567
C -1.78477 4.27207 1.12678 0.333 1.198 1.163
H -2.73834 -0.41543 4.14046 -0.633 1.126 -1.098
H -2.27081 0.91363 2.94571 -1.355 -1.101 0.440
H -3.83494 1.10937 3.88926 0.905 -1.545 -1.005
H -2.12672 -2.94537 1.08603 -0.965 1.705 -0.065
H -1.86880 -1.11396 1.37593 -0.848 -1.211 -0.934
H -3.56125 -0.64666 -0.69625 1.172 -1.607 0.254
H -3.85940 -2.45432 -0.79072 1.359 1.228 0.515
H -2.36764 -2.13030 -2.65381 0.900 0.389 1.608
H -1.28622 -2.88870 -1.37227 -0.690 1.480 -0.249
H -0.08430 -0.96993 -2.62117 -1.077 0.624 1.272
H -1.40241 0.26624 -2.24164 0.749 -1.462 0.908
H 2.03168 -3.15203 0.23080 -0.378 1.270 -0.966
H 0.86226 -2.73322 -1.17040 1.393 0.629 1.356
H 3.03847 0.42867 -0.99370 0.629 -1.694 -0.983
H 5.00746 1.05502 -2.65599 -0.809 -2.050 0.294
H 6.15383 -0.78189 -4.23850 -1.550 -0.712 1.341
H 5.27379 -3.37443 -4.10152 -1.070 1.391 1.373
H 3.28276 -4.07635 -2.44649 0.430 1.927 0.123
H -2.80945 1.94848 -1.05607 -0.023 -0.081 1.452
H 0.17891 2.92891 -1.35804 -0.532 1.534 0.747
H 0.71852 4.51870 -0.61270 -1.717 -0.843 -0.200
H -1.01184 4.35572 -1.42288 1.090 -0.519 0.928
H -2.85284 3.86276 1.14806 1.487 0.477 -0.238
H -1.75840 5.29677 0.59410 -0.173 -1.682 0.780
H -1.45523 4.46571 2.22126 -0.651 -0.264 -1.747
```
Positions in Å, forces in eV/Å.


The molecule C20H25ClN2O3S, computed with ωB97M-V/def2-TZVPD.

The value obtained for the relative energy (zero: lowest compared OMol25 entry of this formula, charge and spin) is 0.0 kcal per mole. Its SMILES is CC(C)CNS(=O)(=O)c1ccc(CCC(=O)NCc2ccc(Cl)cc2)cc1. The value obtained for the total energy is -1970.759663 a.u. As for the HOMO energy: -8.816 eV. The value obtained for the gap between HOMO and LUMO is 9.33 eV. The value obtained for the LUMO energy is 0.51 eV.

Geometry as XYZ:
```
52
Properties=species:S:1:pos:R:3:forces:R:3
C 5.33243 -0.34260 3.03688 0.005 -0.290 -0.201
H 5.77163 -0.64868 3.98333 0.023 0.057 0.109
H 4.58370 0.41817 3.25005 -0.071 0.132 0.084
H 6.11508 0.09744 2.42154 0.118 0.102 -0.015
C 4.70119 -1.54671 2.33826 -0.138 0.119 -0.046
C 3.53695 -2.09569 3.15752 0.244 -0.081 -0.116
H 2.75165 -1.35009 3.25931 -0.047 0.024 0.150
H 3.87458 -2.37916 4.15209 -0.008 -0.015 0.109
H 3.10660 -2.96801 2.67208 -0.085 -0.107 0.020
C 4.25433 -1.19557 0.90998 0.363 -0.591 0.051
N 3.25642 -0.15107 0.81850 -0.784 -0.143 0.149
S 1.63780 -0.54893 0.93986 0.208 0.745 -0.252
O 1.48789 -1.95096 0.67916 0.285 -0.088 -0.221
O 1.09033 0.00742 2.14522 0.184 0.243 -0.244
C 0.98808 0.36736 -0.44532 0.040 -0.166 0.455
C 0.12579 1.42445 -0.24155 0.031 -0.048 0.216
C -0.34713 2.13412 -1.33205 0.155 -0.056 -0.170
C 0.05494 1.79931 -2.61969 0.108 0.219 0.153
C 0.92942 0.72953 -2.80113 0.029 -0.054 0.135
C 1.39327 0.00914 -1.71627 -0.019 -0.080 -0.189
H 2.06479 -0.82608 -1.83435 0.126 -0.098 -0.139
H 1.25078 0.46727 -3.79916 0.051 -0.041 -0.114
C -0.48277 2.54082 -3.80899 -0.051 -0.120 -0.092
H 0.32948 2.78073 -4.49868 -0.027 0.066 0.030
H -0.95099 3.47141 -3.48695 0.045 0.033 -0.034
C -1.53033 1.69435 -4.55190 -0.125 0.279 0.106
C -2.67743 1.35550 -3.61122 0.411 -0.309 -0.480
O -3.64522 2.07164 -3.46979 -0.314 0.443 0.080
N -2.52094 0.18555 -2.95343 -0.061 -0.424 0.123
H -1.65590 -0.32516 -3.03221 0.007 0.146 -0.099
C -3.48383 -0.29551 -1.98192 -0.086 0.020 0.016
C -2.90804 -0.37965 -0.59209 -0.072 -0.031 -0.044
C -2.07757 -1.43656 -0.23763 -0.152 0.117 0.021
C -1.59011 -1.55997 1.05029 -0.048 0.009 0.118
C -1.93556 -0.60917 1.99871 -0.134 0.051 -0.379
C -2.72753 0.47588 1.65328 0.061 -0.067 0.106
C -3.20715 0.58515 0.36060 0.000 -0.106 -0.071
H -3.83596 1.42083 0.09160 -0.092 0.102 -0.032
H -2.97850 1.21565 2.39727 -0.012 0.060 0.094
Cl -1.38854 -0.78367 3.61533 -0.038 -0.078 0.474
H -0.95094 -2.38562 1.31695 0.042 -0.056 0.067
H -1.82319 -2.18952 -0.96977 0.026 -0.128 -0.094
H -3.83656 -1.28501 -2.29564 -0.045 0.134 0.052
H -4.31898 0.40787 -2.01102 0.057 -0.180 0.002
H -1.07440 0.78256 -4.93929 0.028 -0.011 -0.032
H -1.93318 2.27384 -5.38287 -0.042 -0.106 0.018
H -1.03355 2.95399 -1.18435 -0.096 0.100 0.019
H -0.16578 1.67065 0.76649 -0.093 0.075 0.112
H 3.46067 0.64704 1.39967 -0.131 0.266 0.071
H 3.80252 -2.07240 0.44315 0.244 -0.050 -0.048
H 5.12030 -0.88203 0.31586 -0.094 -0.068 0.017
H 5.46382 -2.32810 2.24005 -0.027 0.051 -0.049
```
Positions in Å, forces in eV/Å.


A cluster of 3 separate species, C20H25F5O11S2 in total, computed with ωB97M-V/def2-TZVPD.

Its SMILES is CC(C)C[C@]1(C(F)(F)c2cccc(C(F)(F)F)c2)OC(=O)O[C@H]1C.O=S1(=O)OCCO1.O=S1(=O)OCCO1. The value obtained for the total energy is -2900.425170 a.u. As for the HOMO energy: -10.633 eV. The value obtained for the gap between HOMO and LUMO is 10.67 eV. The value obtained for the LUMO energy is 0.04 eV.

Geometry as XYZ:
```
63
Properties=species:S:1:pos:R:3:forces:R:3
C 5.38128 -2.05944 0.02418 -0.608 -0.939 -0.345
C 3.83977 -1.93561 -0.16434 0.542 -0.217 -0.055
C 3.47210 -1.83561 -1.66309 -0.793 0.313 0.672
C 3.18022 -0.86203 0.74820 0.480 -0.877 -0.903
C 3.28205 0.58682 0.29171 -0.706 2.491 1.181
C 2.52100 1.50365 1.36236 -0.933 0.118 -0.703
F 3.10981 2.73134 1.46513 0.407 -0.353 0.181
F 2.52266 0.95011 2.60515 0.241 0.008 -0.078
C 1.07207 1.77591 0.92508 0.086 0.058 0.313
C 0.66867 3.04957 0.56675 0.738 0.755 0.147
C -0.62000 3.31922 0.17647 -1.051 0.573 -0.489
C -1.57310 2.32238 0.08764 0.346 -0.174 0.146
C -1.16326 1.05235 0.45392 -1.335 -0.055 0.159
C -2.17913 -0.06635 0.38102 1.561 -0.123 0.108
F -2.05039 -0.69064 -0.80492 -0.694 -0.047 -0.136
F -1.91445 -1.04141 1.30926 -0.797 0.761 -0.466
F -3.44880 0.39381 0.51028 0.576 -0.800 -0.334
C 0.11497 0.78706 0.87744 0.234 -1.141 0.303
O 2.57949 0.97138 -0.91746 0.203 -0.804 -1.194
C 3.34936 1.78038 -1.70903 0.712 0.705 -0.328
O 3.17684 2.03102 -2.86817 -0.303 -0.285 1.580
O 4.41063 2.26343 -0.95422 -1.112 -0.491 -0.195
C 4.65547 1.15947 -0.07628 1.351 -1.759 -0.247
C 5.70659 1.34024 1.00318 -0.234 0.582 0.260
H 5.68501 -1.95524 1.07222 0.039 0.277 -0.267
H 5.95068 -1.43242 -0.66937 -0.016 0.117 0.415
H 5.62482 -3.09898 -0.24823 0.147 0.314 0.018
H 3.44871 -2.90446 0.18350 -0.092 0.367 0.086
H 3.47400 -2.81643 -2.14959 0.451 0.256 0.005
H 2.43384 -1.47675 -1.73570 0.285 -0.049 -0.148
H 4.10559 -1.10061 -2.17290 -0.088 -0.346 -0.152
H 2.13930 -1.17356 0.89937 0.121 0.431 -0.161
H 3.65082 -0.96485 1.73522 -0.105 0.366 -0.204
H 1.36224 3.88496 0.60518 0.005 -0.254 0.012
H -0.93833 4.32811 -0.07890 0.351 -0.092 0.071
H -2.59325 2.50702 -0.23211 0.190 0.098 0.064
H 0.31932 -0.24029 1.16892 0.180 0.254 0.036
H 5.04344 0.41166 -0.79275 0.120 -0.078 0.553
H 5.78152 0.42696 1.60690 -0.145 0.157 -0.216
H 6.69836 1.52090 0.57688 -0.269 0.024 -0.071
H 5.45628 2.16914 1.67646 0.090 -0.195 -0.170
C -5.20778 -0.85162 3.27024 -0.239 0.370 -0.397
C -3.85414 -0.17557 3.34430 0.212 -0.564 0.403
O -3.88338 0.53875 4.58913 -0.474 0.016 0.026
S -4.77749 -0.26704 5.65188 0.136 -0.041 -0.433
O -3.92054 -1.03706 6.47740 -0.130 -0.029 0.200
O -5.74527 0.61896 6.18517 0.076 0.061 0.182
O -5.49392 -1.25975 4.61079 0.404 0.041 0.111
H -5.98472 -0.15153 2.95402 0.027 -0.005 -0.035
H -5.20443 -1.71137 2.60451 -0.031 -0.133 0.208
H -3.67004 0.49636 2.52298 -0.111 0.350 0.305
H -3.05046 -0.91100 3.39323 -0.033 -0.010 0.011
C -3.56313 -0.94034 -3.74347 0.449 0.248 -0.128
C -4.48901 -0.06510 -4.56067 -0.385 0.076 0.364
O -4.72051 -0.80726 -5.76178 0.378 -0.273 0.047
S -4.69692 -2.38131 -5.42995 0.101 0.365 0.231
O -6.03018 -2.83199 -5.26580 0.007 -0.216 -0.037
O -3.78937 -3.00984 -6.31624 -0.115 -0.081 -0.155
O -4.01964 -2.27671 -3.97476 -0.391 0.140 -0.176
H -2.53231 -0.86450 -4.09689 -0.008 0.035 0.024
H -3.59935 -0.70523 -2.68380 -0.100 -0.232 0.021
H -4.05445 0.90503 -4.78748 0.019 -0.093 -0.257
H -5.44913 0.07592 -4.05818 0.038 0.028 0.036
```
Positions in Å, forces in eV/Å.


A structure of composition C20H25FN4OS, computed with ωB97M-V/def2-TZVPD.

The value obtained for the relative energy (zero: lowest compared OMol25 entry of this formula, charge and spin) is 477.8 kcal per mole. The value obtained for the total energy is -1568.677289 a.u. As for the HOMO energy: -8.239 eV. The value obtained for the gap between HOMO and LUMO is 7.95 eV. The value obtained for the LUMO energy is -0.29 eV.

Geometry as XYZ:
```
52
Properties=species:S:1:pos:R:3:forces:R:3
C 0.40059 1.51162 -1.95304 -0.490 5.439 -7.065
C 1.73218 2.35308 -1.73951 -2.587 2.233 -1.637
C 3.05373 1.67791 -1.84672 -7.444 -9.183 -1.569
C 3.04574 0.47661 -0.76434 -2.025 -0.682 -1.539
N 4.29657 -0.35089 -0.90332 -0.983 7.895 2.300
C 5.25086 0.45513 0.00919 1.717 1.128 -8.110
H 6.15258 -0.13442 0.04274 0.753 0.215 -0.107
H 5.42190 1.54127 -0.62317 0.010 -3.148 1.931
H 5.02596 0.72202 0.93044 -2.026 0.854 4.417
C 4.26262 -1.63311 -0.46425 -10.767 -0.903 0.325
H 5.13656 -1.81619 -0.69888 8.358 -4.309 -1.679
C 3.80392 -1.90536 0.90281 11.006 -6.267 3.504
N 2.66103 -1.66801 1.34785 -5.204 12.475 7.968
C 1.48997 -1.88928 1.01589 -5.692 -8.295 -5.505
O 1.37243 -3.05757 0.26458 -0.259 4.906 2.760
C 0.21860 -1.15636 1.31795 4.053 -0.066 0.954
C -0.92856 -1.57136 0.78965 -1.718 10.036 5.286
C -1.91836 -0.41555 1.06436 2.554 3.123 0.648
C -1.15493 0.82683 1.56075 -5.518 -3.200 0.631
N -2.19497 1.74277 1.91118 -1.299 -13.683 -7.776
N -3.39029 1.30744 1.20329 0.702 13.528 5.894
C -3.33573 0.18418 0.95453 5.334 -12.391 -3.550
C -4.32937 -0.50153 0.23251 -2.079 -2.140 -0.046
C -5.47014 0.11022 -0.21376 -3.394 1.456 -6.825
C -6.45931 -0.44109 -1.22598 8.788 -6.966 8.015
C -6.36093 -1.97203 -1.03562 -1.580 -0.170 -1.881
C -5.37134 -2.87576 -0.47518 0.396 17.002 -0.401
C -4.29934 -1.84784 0.08726 -0.798 -8.412 1.093
H -3.59893 -2.59311 0.67381 -0.391 2.442 -1.121
H -5.33475 -3.80885 -0.43124 0.310 -7.796 0.357
H -7.25107 -2.41434 -1.53916 0.669 -0.138 0.368
H -7.30051 -0.06811 -1.53600 -4.307 2.453 -1.838
F -5.40958 1.44560 -0.36558 -0.254 0.731 1.070
C -2.02385 2.85626 2.37611 -1.226 15.208 -0.943
H -1.24044 3.47359 1.90021 0.214 -0.096 -0.569
H -2.90379 3.71656 2.33074 1.557 -2.831 -0.049
H -1.72420 2.88953 3.28461 1.666 -0.024 6.763
S 0.40478 0.49228 2.21617 -1.127 -1.870 -1.922
H -1.19594 -2.28857 0.24827 -1.413 -6.305 -4.207
H 2.52335 -0.43145 1.95404 0.843 -3.873 -1.959
H 4.76637 -1.73099 1.84662 -2.803 0.229 -2.746
H 3.72006 -3.01978 1.27936 1.540 0.465 -2.168
H 3.37120 -2.08182 -1.07215 2.031 -0.197 0.381
H 2.73999 0.84181 0.26649 1.036 -0.081 -0.789
H 2.10578 -0.16885 -0.99727 1.702 0.696 -0.021
H 3.14434 1.05066 -2.81060 0.093 1.397 1.104
H 3.80520 2.17988 -1.66605 7.234 5.499 1.321
H 1.61410 2.64818 -0.69790 0.234 1.055 0.003
H 1.64343 3.28110 -2.55318 0.332 -2.090 2.502
H -0.67606 2.19648 -1.99745 3.370 -1.636 0.319
H 0.23745 0.78254 -1.33891 -0.792 -4.321 3.819
H 0.47110 1.07869 -3.06214 -0.327 0.610 2.293
```
Positions in Å, forces in eV/Å.